Below is a 2-piece molecular cluster, C4H13N3 overall in a non-equilibrium geometry, with properties calculated with ωB97M-V/def2-TZVPD.

XYZ file:
```
20
Properties=species:S:1:pos:R:3:forces:R:3
C -0.66605 -1.87773 1.02612 3.8 1.0 -0.2
C 0.96954 -0.96072 1.30800 -2.5 -1.5 0.8
N -1.78097 -1.08320 0.91564 -0.6 2.7 -1.7
H -1.55608 -0.23021 0.00501 -1.2 -2.6 2.6
H -2.00005 -0.65311 1.81097 -0.1 0.1 -0.2
H -0.42548 -2.36657 0.08685 -0.2 -0.4 0.1
H -0.64735 -2.55122 1.88366 -0.1 -0.1 -0.2
H 1.02301 -1.14873 2.37782 0.5 0.0 0.1
H 1.81376 -1.40579 0.79099 0.0 0.0 -0.1
H 0.93007 0.12026 1.20816 -0.2 0.1 -0.4
C -0.86321 1.96671 -0.72046 0.3 0.3 0.0
C 1.39028 0.56584 -1.55648 0.2 0.3 0.0
N -0.87417 0.52698 -0.94259 1.6 -0.5 -0.9
N 0.14210 -0.12171 -1.30330 -1.5 0.8 0.3
H -0.55989 2.50488 -1.62204 0.0 -0.1 0.0
H -0.17648 2.24120 0.08775 0.0 -0.1 -0.1
H -1.87290 2.26435 -0.44211 0.1 0.0 0.0
H 2.14851 -0.18655 -1.74997 0.0 0.0 0.0
H 1.71737 1.19930 -0.72257 -0.2 -0.1 0.0
H 1.28798 1.19604 -2.44145 0.0 0.1 -0.1
```
Forces are in eV/Å.

Values from the calculation:
Energy, eV: -8824.94877
Structure (SMILES): C/N=N\C.CCN
Maximum force, hartree/bohr: 0.0766
Highest occupied orbital energy (spin up / spin down), eV: -7.4 / -7.4
Frontier orbital gap (spin up / spin down), eV: 7.607 / 7.606

***

Below is C13H15HgNTe as an isolated structure in a non-equilibrium geometry, with properties calculated with ωB97M-V/def2-TZVPD.

XYZ file:
```
31
Properties=species:S:1:pos:R:3:forces:R:3
C -0.53286 1.48710 -4.05657 0.4 0.5 0.7
C 0.85491 1.46892 -3.71470 -0.8 0.4 0.2
C 1.00871 2.12028 -2.46247 -0.5 0.1 -0.3
C -0.27496 2.54781 -2.02417 0.0 -0.2 -0.5
C -1.23345 2.15733 -3.00601 0.9 -0.1 -0.1
Hg -0.61350 -0.73065 -0.47016 0.7 -0.2 -0.8
N -1.61504 -2.50631 -1.38741 -2.0 0.2 -0.8
C -0.44951 -2.95251 -2.15280 0.1 -0.4 1.2
C 0.68721 -2.00654 -1.79958 0.5 0.4 -0.2
H 1.94837 2.28657 -1.93633 -0.2 -0.1 -0.1
H 1.65210 1.06716 -4.32851 0.0 -0.1 0.0
H -0.49523 3.07352 -1.09272 0.1 -0.2 -0.3
H -2.29903 2.37091 -2.97534 0.1 -0.1 0.0
H -0.97133 1.11213 -4.97387 0.0 -0.1 0.0
H 1.00127 -1.42189 -2.67788 0.2 0.0 0.4
H -0.26752 -3.94688 -1.70085 0.5 -0.1 -0.7
H -2.34724 -2.13577 -2.01630 0.3 -0.4 0.2
H 1.53701 -2.43986 -1.26196 0.1 -0.1 -0.3
H -0.56624 -3.05085 -3.25378 -0.2 0.0 0.5
Te -1.30711 1.23348 1.14631 -0.3 0.2 0.0
C -0.36890 0.42854 2.83567 -0.4 0.0 0.2
C -0.93818 0.79824 4.07496 1.3 -0.6 0.2
C -0.24469 0.49031 5.25157 0.1 -0.2 -0.6
C 0.95330 -0.23404 5.17895 0.3 -0.1 0.2
C 1.48057 -0.66554 3.94996 -0.7 0.3 -0.3
C 0.80799 -0.34559 2.75763 -0.1 0.2 1.0
H -1.87584 1.34277 4.09698 0.1 0.0 0.0
H -0.63354 0.82438 6.21011 0.1 -0.1 0.0
H 1.50240 -0.46599 6.09812 -0.2 0.1 -0.3
H 2.41042 -1.23962 3.90791 -0.3 0.2 0.1
H 1.18992 -0.66742 1.78322 -0.1 0.2 0.4
```
Forces are in eV/Å.

Values from the calculation:
Energy, eV: -26678.64534
Net charge: -2
Maximum force, hartree/bohr: 0.0429
Highest occupied orbital energy, eV: 0.2
Frontier orbital gap, eV: 4.458

***

Below is a single C3H10Si2 molecule in a non-equilibrium geometry, with properties calculated with ωB97M-V/def2-TZVPD.

XYZ file:
```
15
Properties=species:S:1:pos:R:3:forces:R:3
C -0.12170 -1.42642 0.54461 -0.5 2.5 0.3
C -2.50156 0.79601 0.16420 -0.2 -2.0 -1.4
C 2.40925 0.25834 -0.62433 -1.7 0.8 -0.1
Si -0.83728 0.02801 -0.36986 -0.5 0.6 1.3
Si 1.11640 0.43134 0.77338 0.0 -2.1 -0.4
H -0.83671 -1.66622 1.38116 1.2 -0.2 -0.7
H 0.30785 -2.18359 -0.07659 0.1 -0.7 0.1
H -2.65469 0.35020 1.20141 -0.4 1.1 -1.3
H -2.53358 1.89063 0.02875 0.0 -0.6 0.5
H -3.21155 0.31568 -0.65785 0.9 0.9 2.0
H 3.42542 0.02001 -0.35630 0.1 -0.5 0.0
H 1.83445 -0.52391 -1.22192 1.4 1.2 0.0
H 2.41429 1.30827 -1.04918 0.0 -1.4 -0.2
H -0.63582 0.09541 -1.81175 0.2 0.1 -0.4
H 1.82525 0.30624 2.07428 -0.6 0.4 0.2
```
Forces are in eV/Å.

Values from the calculation:
Energy, eV: -19025.83176
Structure (SMILES): C[Si@@H]1C[Si@H]1C
Maximum force, hartree/bohr: 0.0503
Highest occupied orbital energy, eV: -8.0
Frontier orbital gap, eV: 8.633

***

Below is a 2-piece molecular cluster, C3H7N2OS overall in a non-equilibrium geometry, with properties calculated with ωB97M-V/def2-TZVPD.

XYZ file:
```
14
Properties=species:S:1:pos:R:3:forces:R:3
C 2.52215 0.24205 0.13928 3.9 7.7 -1.5
C 2.30371 -1.02367 0.49633 -3.1 -5.0 0.9
C 0.35971 0.34830 -0.34840 -2.9 -1.6 0.0
N -2.92787 -0.23458 -0.02003 -2.4 1.3 2.2
N 1.49181 0.96753 -0.34979 5.4 1.6 1.1
O -0.74124 0.81606 -0.72663 -0.8 -0.1 0.1
S 0.58726 -1.35696 0.27198 0.7 -0.3 0.3
H 3.54907 0.79036 0.27108 -2.3 -1.1 -0.3
H 3.02226 -1.71736 0.85839 0.1 -0.5 0.1
H -2.98328 -1.02801 0.67595 0.2 0.7 -1.5
H -3.74688 0.42714 0.30939 2.6 -1.0 -0.3
H 1.71728 1.98007 -0.40868 -1.1 -0.9 -0.4
H -3.28800 -0.41946 -0.93497 -0.1 -1.2 -0.8
H -1.86597 0.20853 -0.23388 -0.4 0.4 0.2
```
Forces are in eV/Å.

Values from the calculation:
Energy, eV: -19076.87718
Net charge: +1
Multiplicity: 3
Maximum force, hartree/bohr: 0.1699
Highest occupied orbital energy (spin up / spin down), eV: -8.7 / -14.6
Frontier orbital gap (spin up / spin down), eV: 5.513 / 8.230

***

Below is C21H32AsBaClN3S2Si2 as an isolated structure, with properties calculated with ωB97M-V/def2-TZVPD.

XYZ file:
```
63
Properties=species:S:1:pos:R:3:forces:R:3
Ba -0.45940 0.62637 -2.12003 0.7 -0.2 0.5
C 4.23247 4.59110 -2.22892 0.0 -0.1 0.0
S 3.04561 4.74858 -0.88621 0.0 0.0 0.0
C 1.64247 3.81766 -1.48822 0.0 -0.1 0.0
S 1.92817 2.43288 -2.51592 -0.2 0.2 0.0
N 0.55772 4.27034 -0.98446 -0.1 0.0 0.1
N -0.65856 3.76045 -1.34140 0.0 -0.2 -0.6
C -1.31858 3.08499 -0.48743 0.0 0.2 0.3
C -2.72064 2.69705 -0.83063 0.0 0.1 0.1
C -3.76690 3.58096 -0.58487 0.0 0.0 0.0
C -5.05593 3.20235 -0.90636 0.0 0.0 0.0
C -5.27513 1.94116 -1.44567 0.0 0.0 0.0
C -4.18560 1.11555 -1.63965 -0.1 0.0 0.1
N -2.93441 1.47839 -1.34750 -0.1 0.2 0.1
H 5.17569 4.97315 -1.83875 0.0 0.0 0.0
H 3.93612 5.17658 -3.09784 0.0 0.0 0.0
H 4.35243 3.54839 -2.51253 0.0 0.0 0.0
H -0.89255 2.68840 0.44060 -0.1 0.3 0.1
H -3.54737 4.54586 -0.15013 0.0 0.0 0.0
H -5.88309 3.87972 -0.73798 0.0 0.0 0.0
H -6.26624 1.60398 -1.71411 0.0 0.0 0.0
H -4.31191 0.11449 -2.03759 0.0 0.0 0.0
C -2.52326 -2.69926 -0.14483 0.0 0.1 0.0
Si -0.73769 -3.32999 -0.20754 0.0 -0.1 0.0
C -0.84256 -5.21405 -0.30899 0.0 0.0 0.0
C 0.06519 -2.94958 1.44944 0.0 0.0 0.0
As 0.26209 -2.52109 -2.12887 -0.1 0.1 -0.1
Si 2.47761 -2.48127 -1.45114 0.0 -0.1 -0.1
C 2.96095 -1.27172 -0.09895 0.0 0.0 0.0
C 3.48776 -2.00297 -2.97212 0.0 0.0 0.0
C 3.04909 -4.20283 -0.92379 0.0 0.0 0.0
H -3.09931 -3.21784 0.62688 0.0 0.0 0.0
H -3.01872 -2.85894 -1.10616 0.0 0.0 0.0
H -2.55524 -1.62838 0.08063 0.0 0.0 0.0
H -1.30000 -5.65061 0.58411 0.0 0.0 0.0
H 0.15758 -5.63642 -0.42802 0.0 0.0 0.0
H -1.42619 -5.51361 -1.18248 0.0 0.0 0.0
H -0.51986 -3.40990 2.25172 0.0 0.0 0.0
H 0.13411 -1.88066 1.65235 0.0 0.0 0.0
H 1.07901 -3.35311 1.49816 0.0 -0.1 0.0
H 2.92616 -0.24287 -0.46785 0.0 0.0 0.0
H 3.98724 -1.47120 0.22675 0.0 0.0 0.0
H 2.30927 -1.31678 0.77329 0.0 0.0 0.0
H 3.23441 -0.99100 -3.29916 0.0 0.0 0.0
H 3.29612 -2.68369 -3.80384 0.0 0.0 0.0
H 4.55833 -2.01749 -2.74873 0.0 0.0 0.0
H 2.59946 -4.49734 0.02714 0.0 0.0 0.0
H 4.13639 -4.23357 -0.80575 0.0 0.0 0.0
H 2.75814 -4.94312 -1.67137 0.0 0.0 0.0
Cl 1.79799 2.81423 2.60602 0.0 0.0 0.0
C 0.48633 1.82149 3.21406 0.0 0.0 0.0
C 0.15419 1.92849 4.54776 0.0 0.0 0.0
C -0.88708 1.17943 5.08405 0.0 0.0 0.0
C -1.58527 0.33041 4.22563 0.0 0.0 0.1
C -1.24616 0.22216 2.89568 0.0 0.0 -0.1
C -0.16460 0.94183 2.30862 0.0 0.3 0.1
C 0.17735 0.81904 0.95307 -0.4 -0.4 -0.6
H 0.72227 2.60968 5.16923 0.0 0.0 0.0
H -1.13940 1.25524 6.13300 0.0 0.0 0.0
H -2.41013 -0.26190 4.60728 0.0 0.0 0.0
H -1.80877 -0.45062 2.25557 0.0 0.0 0.0
H -0.26798 -0.05312 0.46791 0.3 -0.2 0.1
H 1.12084 1.18452 0.56690 0.1 -0.1 0.1
```
Forces are in eV/Å.

Values from the calculation:
Energy, eV: -138250.28681
Net charge: -1
Maximum force, hartree/bohr: 0.0168
Highest occupied orbital energy, eV: -3.1
Frontier orbital gap, eV: 4.733

***

Below is a 2-piece molecular cluster, C4H14NOS overall in a non-equilibrium geometry, with properties calculated with ωB97M-V/def2-TZVPD.

XYZ file:
```
21
Properties=species:S:1:pos:R:3:forces:R:3
C -0.57388 -1.07284 -1.70719 0.2 -0.1 -0.1
C -0.62439 -0.71159 -0.23540 -1.2 0.2 -0.1
C -0.88393 0.77913 -0.02659 0.5 0.3 -0.5
C -0.54916 1.37502 1.33939 0.3 0.2 -0.4
S -1.02356 0.40319 2.78831 0.1 0.3 0.1
N 0.61829 -1.17645 0.44556 0.6 -0.5 -0.4
H 0.13919 -0.43968 -2.22377 0.3 0.0 -0.1
H -0.31870 -2.12075 -1.89138 0.0 0.1 0.1
H -1.53919 -0.88744 -2.16900 -0.1 0.0 0.1
H -1.46020 -1.24568 0.21833 0.3 -0.2 0.3
H -1.93163 0.94933 -0.30064 0.1 0.0 0.2
H -0.29002 1.34139 -0.76693 -0.2 -0.1 0.1
H 0.52652 1.53328 1.42829 0.2 -0.4 0.1
H -0.89297 2.40398 1.34154 -0.5 0.0 0.4
H -2.33642 0.61107 2.69537 -0.2 -0.1 0.0
H 1.44895 -0.86595 -0.08824 -0.1 0.4 0.0
H 0.68558 -0.85648 1.41280 -0.2 0.0 0.1
H 0.64698 -2.19850 0.44357 -0.1 0.1 0.1
H 3.24541 0.63435 -0.26765 0.0 -0.1 -0.3
H 2.48216 1.18268 -1.46804 0.0 -0.4 0.0
O 2.63097 0.36194 -0.96835 0.0 0.5 0.4
```
Forces are in eV/Å.

Values from the calculation:
Energy, eV: -18742.05183
Net charge: +1
Maximum force, hartree/bohr: 0.0232
Highest occupied orbital energy, eV: -13.1
Frontier orbital gap, eV: 9.925

***

Below is a single C11H12NP molecule in a non-equilibrium geometry, with properties calculated with ωB97M-V/def2-TZVPD.

XYZ file:
```
25
Properties=species:S:1:pos:R:3:forces:R:3
C -2.99026 0.23004 1.52203 2.9 -0.9 -2.3
C -3.27958 0.45943 0.16293 -1.2 -0.7 -0.1
C -1.70603 -0.19047 1.88701 -2.4 0.7 2.0
C -2.25223 0.34690 -0.74037 2.0 1.4 -1.6
C -0.63121 -0.19364 1.02718 -0.6 0.6 -0.2
C -0.85096 0.15455 -0.29606 -2.7 0.3 -1.5
C 0.55000 -0.77265 1.52757 1.6 -1.5 0.5
C 1.45455 -1.41641 0.75131 0.8 -1.1 1.7
C 1.32912 1.29921 -0.96609 -1.6 1.0 -0.9
C 0.21631 0.31319 -1.23215 2.4 -1.4 -2.5
C 1.85216 -1.38262 -0.62882 -2.4 1.9 -1.9
N 2.58926 1.07884 -1.63755 -0.5 -0.1 -0.2
P 3.34596 -0.38894 -1.08218 -0.5 0.5 0.5
H -3.74184 0.16383 2.19551 -2.2 0.1 2.1
H -4.36833 0.52635 -0.16394 1.7 0.3 0.4
H -1.59851 -0.51548 2.95713 0.2 0.4 -1.2
H -2.39351 0.66295 -1.85614 0.2 -1.0 2.1
H 0.52752 -1.03972 2.61770 0.2 0.4 -1.2
H 2.04272 -2.15469 1.31243 -0.1 0.0 0.1
H 0.87867 2.29454 -1.37984 1.0 -1.2 1.3
H 1.46809 1.17020 0.08143 0.3 1.2 1.1
H 0.01692 0.30119 -2.38525 -0.2 -0.4 2.2
H 1.53467 -2.21242 -1.30864 0.8 0.4 0.9
H 2.33795 1.09074 -2.62101 0.8 -0.3 -0.2
H 3.66854 0.17507 0.25580 -0.5 -0.7 -1.1
```
Forces are in eV/Å.

Values from the calculation:
Energy, eV: -22376.36739
Structure (SMILES): C1=c2/cccc/c2=C/CNP/C=C/1
Maximum force, hartree/bohr: 0.0741
Highest occupied orbital energy (spin up / spin down), eV: -7.7 / -7.7
Frontier orbital gap (spin up / spin down), eV: 7.485 / 7.486

***

For each record above, in turn, the calculated relative energy (zero: lowest compared OMol25 entry of this formula, charge and spin) values are 102.9, 0.0, 20.2, 0.0, 33.7, 3.1, 64.7 kcal per mole.